{
  "formula": "C28H29AsN2OS5SbW",
  "method": "ωB97M-V/def2-TZVPD",
  "spin_multiplicity": 3,
  "e_homo_ev": [-10.18, -11.04],
  "max_force_ev_per_a": 2.7,
  "charge": 1,
  "total_energy_ev": -157906.945,
  "species": ["W", "Sb", "As", "S", "S", "S", "S", "S", "O", "N", "N", "C", "C", "C", "C", "C", "C", "C", "C", "C", "C", "C", "C", "C", "C", "C", "C", "C", "C", "C", "C", "C", "C", "C", "C", "C", "C", "C", "C", "H", "H", "H", "H", "H", "H", "H", "H", "H", "H", "H", "H", "H", "H", "H", "H", "H", "H", "H", "H", "H", "H", "H", "H", "H", "H", "H", "H", "H"],
  "coordinates": [[3.487601, -1.268869, -0.417215], [-0.723273, -1.550568, -0.938829], [4.710431, -2.599949, 1.385614], [1.459707, -2.101907, -1.510986], [5.345003, -0.497247, 0.933404], [4.547263, -2.460987, -1.901739], [2.507421, -2.025623, 1.639604], [5.562858, -3.524411, 2.994970], [1.862530, 4.649524, 0.796419], [0.644217, 3.042452, 1.839235], [2.998926, 0.602408, -1.002907], [1.898431, 2.571602, -0.257334], [-2.514916, 2.435340, -0.798982], [0.337155, 0.828695, 2.955807], [-1.371067, -3.926458, -2.682292], [-2.009489, -4.616703, -3.702684], [-1.097834, 2.321739, -2.747699], [-1.945060, -1.748232, 1.886573], [-1.859765, -3.749061, 3.224712], [-2.275753, -2.435021, 3.049692], [-1.260264, 0.439043, -1.266392], [2.481310, 1.348753, -0.019087], [-2.640349, -1.938165, -3.249966], [-3.269642, -2.639688, -4.273003], [2.494451, 2.315601, -2.539457], [0.315131, 4.001408, 2.911023], [-2.160776, 1.133876, -0.457203], [-0.081166, 1.767932, 1.833692], [-1.982054, 3.026685, -1.939011], [1.443739, 3.501262, 0.849921], [1.910059, 3.064027, -1.546927], [-1.100009, -4.383131, 2.247828], [1.393513, 4.072038, 3.983150], [-2.959006, -3.974756, -4.492245], [-1.698143, -2.591243, -2.459292], [-0.759834, -3.709117, 1.082319], [3.023361, 1.080704, -2.232014], [-0.728450, 1.023598, -2.412662], [-1.193002, -2.397891, 0.908752], [2.561193, 2.680367, -3.555326], [2.326806, 4.435577, 3.549362], [0.027096, 1.216008, 3.930171], [-0.145894, -4.196855, 0.335088], [-1.760822, -5.655203, -3.884655], [0.200743, 4.978683, 2.454622], [-3.221859, 2.978251, -0.181572], [-2.591176, 0.679862, 0.425833], [-2.271584, -0.724667, 1.764605], [1.511317, 4.056771, -1.737257], [-2.129739, -4.282282, 4.129041], [-2.883395, -0.895648, -3.080588], [-0.612019, -4.421624, -2.089918], [-0.772000, -5.406752, 2.387741], [1.094227, 4.762381, 4.773885], [-3.457566, -4.519518, -5.286108], [3.490220, 0.449661, -2.962143], [-1.146291, 1.989532, 1.929251], [-0.125812, -0.151660, 2.819972], [-2.269791, 4.038605, -2.204409], [1.576101, 3.092386, 4.428876], [-2.867796, -1.942727, 3.812576], [1.421213, 0.688887, 2.979957], [-4.000701, -2.140076, -4.897007], [-0.707926, 2.773861, -3.654379], [2.589961, 0.961303, 0.976580], [-0.037043, 0.474958, -3.040923], [0.049800, 1.293610, 0.865887], [-0.640526, 3.698664, 3.336027]],
  "atomic_forces_ev_per_a": [[1.0, -2.0, -1.5], [0.4, -0.3, -0.1], [0.7, -0.3, 1.9], [-0.7, 0.0, -0.6], [-0.4, -0.2, -0.2], [-0.8, 1.2, 0.9], [0.4, -0.3, -0.2], [0.0, -0.1, 0.1], [-0.2, -0.3, 0.0], [-0.2, 0.0, 0.1], [-0.1, 1.0, 0.2], [-0.1, 0.0, 0.6], [0.0, -0.2, 0.0], [0.1, 0.0, 0.1], [-0.1, 0.0, -0.2], [0.0, 0.0, 0.0], [0.0, -0.1, -0.1], [0.0, -0.3, 0.1], [0.0, 0.0, 0.0], [0.0, 0.1, -0.1], [-0.1, 0.1, 0.2], [-0.3, 0.5, 0.3], [0.0, -0.2, 0.0], [0.0, 0.0, 0.1], [0.2, 0.0, -0.5], [0.2, -0.2, 0.0], [0.0, 0.2, -0.4], [0.4, 0.2, 0.2], [0.0, 0.0, 0.0], [0.1, 0.2, 0.0], [0.0, 0.5, -0.1], [0.0, 0.0, 0.0], [0.1, 0.0, 0.0], [0.0, 0.0, 0.0], [-0.2, 0.0, 0.0], [-0.1, 0.0, 0.3], [0.0, 0.3, -1.0], [-0.2, 0.2, 0.1], [-0.2, 0.2, 0.1], [0.0, 0.0, 0.0], [-0.1, 0.0, 0.0], [0.1, 0.0, -0.1], [0.0, 0.0, 0.0], [0.0, 0.1, 0.0], [-0.1, 0.1, -0.1], [0.1, 0.0, 0.0], [0.0, 0.0, -0.1], [0.0, -0.1, 0.0], [0.0, -0.2, 0.0], [0.0, 0.0, -0.1], [0.0, 0.0, 0.0], [0.0, 0.0, 0.0], [0.0, 0.1, 0.0], [0.0, 0.0, 0.0], [0.1, 0.0, 0.1], [0.1, -0.1, -0.4], [0.0, 0.1, -0.1], [0.1, 0.1, 0.1], [0.0, -0.1, 0.0], [0.0, 0.1, 0.0], [0.1, 0.0, 0.0], [-0.1, 0.0, 0.0], [0.0, 0.0, 0.0], [0.0, 0.0, 0.1], [-0.1, -0.2, 0.4], [0.0, 0.0, 0.0], [0.1, 0.0, 0.0], [-0.1, 0.0, 0.0]]
}